Record 1
ORCA calculation (wB97M-V/def2-TZVPD) on C8H6ErNO5 as an isolated structure in a non-equilibrium geometry.

Values from the calculation:
HOMO-LUMO gap (spin up / spin down) = 6.74 / 6.83 eV
E_HOMO (spin up / spin down) = -15.99 / -16.03 eV
charge = +2
2S+1 = 4

Geometry (Å):
O: 2.761 -0.245 -4.457
C: 1.944 -0.238 -3.635
Er: 0.781 0.232 -1.526
O: 3.862 1.920 -2.259
C: 2.843 1.564 -1.863
C: 0.110 1.968 0.012
O: -0.310 2.604 0.877
C: -1.545 0.379 -1.898
O: -2.643 0.314 -1.452
C: -0.162 2.258 -2.460
O: -0.823 3.134 -2.838
H: -1.111 -0.207 -2.832
C: -1.239 -1.198 3.519
C: -0.312 -1.983 2.568
C: -0.062 -1.390 1.281
N: 0.342 -0.978 0.264
H: -0.760 -0.253 3.802
H: -1.430 -1.770 4.434
H: -2.203 -0.990 3.039
H: 0.668 -2.133 3.035
H: -0.713 -2.988 2.389

Force components x, y, z for each atom (eV/Å):
O -3.9 -0.1 3.6
C 4.3 -0.3 -4.5
Er -1.3 0.1 -0.7
O -3.9 -1.1 1.6
C 4.6 1.6 -1.5
C -1.6 2.6 4.3
O 1.5 -2.3 -3.5
C -1.3 0.3 2.7
O 2.0 0.0 -1.6
C -2.8 3.7 -2.3
O 2.7 -3.3 1.5
H -0.1 -0.5 -0.6
C -0.1 0.5 -0.2
C -0.5 -0.5 0.7
C 1.3 0.4 -1.3
N -1.2 -1.0 2.3
H -0.2 -0.2 0.0
H 0.2 0.0 -0.4
H 0.2 0.0 0.2
H 0.1 0.1 -0.2
H 0.0 0.1 -0.1



Record 2
ORCA calculation (wB97M-V/def2-TZVPD) on C8H6F18O19S7Zn as an isolated structure in a non-equilibrium geometry.

Values from the calculation:
HOMO-LUMO gap = 5.10 eV
E_HOMO = 1.98 eV
charge = -4

Geometry (Å):
Zn: 0.399 0.277 -0.190
C: 1.351 -2.327 -3.942
F: 0.855 -3.053 -4.942
F: 1.591 -3.096 -2.886
F: 2.551 -1.842 -4.328
S: 0.087 -0.969 -3.484
O: 0.427 -0.425 -2.159
O: 0.222 -0.029 -4.599
O: -1.248 -1.566 -3.597
C: 0.998 -4.426 0.547
F: 2.050 -4.213 -0.281
F: 0.551 -5.694 0.402
F: 1.405 -4.307 1.795
S: -0.341 -3.146 0.101
O: -0.703 -3.453 -1.277
O: -1.406 -3.362 1.064
O: 0.390 -1.854 0.215
C: 3.579 -1.900 1.915
F: 4.840 -2.207 2.300
F: 3.227 -2.502 0.794
F: 2.755 -2.277 2.876
S: 3.414 0.004 1.454
O: 2.261 0.166 0.564
O: 3.359 0.665 2.736
O: 4.663 0.314 0.745
C: -0.330 -2.190 4.550
F: -0.833 -2.579 5.751
F: 0.814 -1.486 4.791
F: -0.016 -3.229 3.825
S: -1.510 -0.993 3.695
O: -1.759 0.050 4.685
O: -0.820 -0.512 2.478
O: -2.743 -1.724 3.385
C: -3.880 1.744 -0.076
F: -3.220 2.117 1.044
F: -5.170 1.578 0.107
F: -3.577 2.705 -0.961
S: -3.016 0.089 -0.559
O: -1.552 0.247 -0.455
O: -3.555 -0.879 0.369
O: -3.466 -0.186 -1.913
C: -0.602 4.365 1.405
F: 0.165 4.650 0.345
F: -0.610 5.377 2.280
F: -1.864 4.245 0.956
S: -0.016 2.800 2.280
O: 0.003 1.793 1.177
O: 1.355 3.068 2.724
O: -1.007 2.473 3.295
C: -1.347 2.696 -2.843
S: 0.272 3.243 -2.234
O: 0.530 2.093 -1.317
C: 1.267 3.016 -3.717
H: -1.995 2.873 -1.986
H: -1.479 1.646 -3.108
H: -1.710 3.272 -3.702
H: 2.260 2.722 -3.379
H: 1.312 3.895 -4.364
H: 0.820 2.245 -4.349

Force components x, y, z for each atom (eV/Å):
Zn -0.3 -0.5 1.0
C -0.5 0.9 1.6
F 0.1 -0.3 -0.3
F 0.0 -0.3 -0.4
F -0.1 0.2 -0.3
S -3.2 0.6 -0.2
O 0.8 -1.2 -2.3
O 1.4 0.3 0.1
O 2.1 -0.3 0.6
C -0.9 1.6 -1.0
F -0.4 -1.2 0.2
F 0.3 -0.1 -0.3
F 0.4 -0.2 0.5
S -1.2 1.5 -0.3
O 0.7 -0.5 0.7
O 1.3 -0.3 -0.4
O -0.2 -1.9 0.3
C -1.1 2.7 -0.8
F -0.2 -0.2 -0.4
F 1.0 -0.7 0.0
F 0.2 0.0 0.2
S 1.4 1.0 0.5
O 0.7 -0.6 0.5
O -0.5 -0.6 -0.1
O -0.5 -0.9 0.0
C -0.3 2.6 -0.4
F 0.3 -0.4 -0.1
F -0.3 -0.7 0.4
F 0.1 -1.0 0.0
S -1.8 1.9 -2.9
O 0.8 -0.8 0.6
O -0.2 -1.3 2.4
O 1.1 -0.6 0.9
C 4.2 -2.1 0.8
F -1.6 0.0 0.1
F -0.5 0.7 0.0
F -1.5 0.5 -0.4
S 0.0 -2.8 -0.1
O -2.5 1.0 -0.3
O 0.0 1.2 0.2
O 0.0 1.4 -0.3
C -0.3 -1.7 0.4
F 0.1 0.6 0.3
F 0.3 0.8 -0.1
F 0.3 0.3 -0.1
S 1.1 -4.0 -0.3
O -0.5 2.4 1.4
O -1.5 1.1 -0.2
O 0.7 1.7 -1.0
C -0.6 0.9 -0.4
S -1.2 -1.7 0.1
O 1.2 1.3 -0.5
C -0.2 -0.5 -0.8
H 0.3 0.1 -0.3
H 0.9 -0.2 0.2
H 0.1 0.3 0.1
H 0.0 0.0 0.0
H 0.0 0.4 0.5
H 0.2 -0.4 0.4



Record 3
ORCA calculation (wB97M-V/def2-TZVPD) on C8H6F6KN6O5S5 as an isolated structure in a non-equilibrium geometry.

Values from the calculation:
HOMO-LUMO gap = 7.51 eV
E_HOMO = -5.08 eV
energy relative to the best compared isomer or geometry (same formula, charge and spin) = 98.1 kJ/mol
charge = -1

Geometry (Å):
K: -0.289 -0.222 1.449
N: 3.370 -1.765 -0.446
C: 3.368 -0.410 -0.170
N: 2.333 0.344 -0.378
C: 2.630 1.651 -0.023
C: 3.878 1.873 0.443
S: 4.769 0.401 0.414
C: 1.539 2.655 -0.057
C: 1.692 3.984 0.117
S: 0.149 4.741 0.167
C: -0.584 3.202 -0.058
N: 0.233 2.199 -0.181
N: -1.958 3.064 -0.152
H: 2.429 -2.126 -0.561
H: 3.917 -2.315 0.198
H: 4.285 2.783 0.852
H: 2.606 4.540 0.250
H: -2.486 3.720 0.400
H: -2.262 2.108 -0.012
F: -2.578 0.213 -2.752
C: -3.545 -0.286 -1.995
F: -4.351 0.710 -1.601
F: -4.257 -1.160 -2.708
S: -2.906 -1.077 -0.476
O: -2.302 0.008 0.287
O: -4.024 -1.761 0.112
N: -1.811 -2.034 -1.150
S: -0.833 -2.821 -0.195
O: 0.495 -2.888 -0.739
O: -1.004 -2.436 1.192
C: -1.412 -4.541 -0.287
F: -2.679 -4.618 0.122
F: -1.332 -4.987 -1.544
F: -0.655 -5.317 0.494
O: 1.747 -0.296 2.671
S: 1.558 1.082 3.242
N: 0.270 1.778 3.073

Force components x, y, z for each atom (eV/Å):
K 0.7 1.1 -0.1
N 0.1 0.3 0.1
C -0.6 -0.5 -0.3
N 0.3 0.3 0.1
C -0.8 0.0 -0.1
C 0.2 0.1 0.0
S 0.3 0.1 0.2
C 0.1 -0.8 -0.1
C 0.2 0.2 0.0
S 0.0 0.4 0.0
C -0.5 -0.7 -0.1
N 0.3 0.6 0.1
N 0.2 0.1 0.0
H 0.0 0.0 0.0
H 0.0 0.0 0.0
H 0.0 -0.1 0.0
H -0.1 0.0 0.0
H 0.0 0.0 0.0
H 0.1 0.0 0.0
F -0.1 0.0 0.0
C -0.1 0.0 -0.1
F 0.0 -0.1 -0.2
F 0.0 0.1 0.0
S 0.5 -0.4 0.6
O -1.6 -0.3 -1.2
O 0.2 0.3 -0.2
N -0.2 0.2 0.3
S 0.0 0.7 0.0
O -0.2 0.0 0.1
O -0.2 -1.6 -0.6
C -0.3 -0.2 -0.1
F 0.1 -0.1 -0.1
F 0.0 -0.1 0.2
F -0.1 0.0 -0.1
O 0.9 0.1 0.7
S 0.0 0.4 0.3
N 0.5 0.0 0.3



Record 4
ORCA calculation (wB97M-V/def2-TZVPD) on a 2-piece molecular cluster, C8H6FO4P overall in a non-equilibrium geometry.

Values from the calculation:
HOMO-LUMO gap = 6.54 eV
E_HOMO = -0.77 eV
energy relative to the best compared isomer or geometry (same formula, charge and spin) = 26.5 kJ/mol
charge = -2

Geometry (Å):
C: -0.371 -2.117 1.826
C: -1.143 -1.960 0.687
C: 0.729 -1.293 2.009
C: -0.807 -1.024 -0.271
C: 1.055 -0.335 1.070
C: 0.304 -0.190 -0.100
C: 0.270 0.843 -2.419
C: 0.630 0.827 -1.057
O: 0.039 2.524 1.119
O: -0.218 3.538 -1.227
O: 0.903 0.782 -3.460
O: -1.792 1.676 -0.458
F: 2.573 0.738 -1.074
P: -0.486 2.411 -0.278
H: -0.633 -2.866 2.568
H: -2.019 -2.586 0.544
H: 1.328 -1.391 2.907
H: -1.429 -0.902 -1.145
H: 1.896 0.320 1.217
H: -0.830 1.006 -2.458

Force components x, y, z for each atom (eV/Å):
C -0.1 -0.1 0.2
C -0.1 -0.2 0.0
C 0.0 -0.1 0.1
C 0.2 0.1 -0.1
C 0.1 0.1 -0.1
C 0.1 -1.5 0.4
C -0.5 -0.3 -1.8
C 2.8 0.7 0.8
O 0.1 -0.1 0.2
O 0.1 0.1 -0.3
O 0.2 0.0 0.3
O 0.0 -0.3 -0.2
F -3.1 0.2 0.1
P 0.1 1.2 0.5
H 0.0 0.1 0.0
H 0.0 0.0 0.0
H 0.0 0.0 0.0
H 0.0 0.0 0.0
H 0.1 0.1 -0.1
H 0.1 -0.1 0.0



Record 5
ORCA calculation (wB97M-V/def2-TZVPD) on one molecule with the formula C8H6N2O2 in a non-equilibrium geometry.

Values from the calculation:
HOMO-LUMO gap = 6.71 eV
E_HOMO = -9.03 eV
energy relative to the best compared isomer or geometry (same formula, charge and spin) = 419.8 kJ/mol
structure (SMILES) = O=C1N=NC(=O)[C@@H]2C=CC=C[C@H]12

Geometry (Å):
O: -1.877 -1.353 1.787
O: 1.744 -2.156 -1.769
N: -1.297 -2.318 -0.212
N: -0.362 -2.455 -1.095
C: -1.127 -1.358 0.821
C: 0.798 -1.699 -1.139
C: -0.407 2.033 0.619
C: -0.169 1.905 -0.799
C: -0.287 0.934 1.411
C: 0.459 0.799 -1.308
C: 0.103 -0.449 0.941
C: 0.890 -0.357 -0.384
H: -0.794 3.002 0.972
H: -0.466 2.726 -1.472
H: -0.502 1.053 2.469
H: 0.596 0.758 -2.389
H: 0.764 -0.904 1.692
H: 1.934 -0.160 -0.145

Force components x, y, z for each atom (eV/Å):
O 0.3 -0.5 -2.0
O -1.7 0.6 0.9
N 2.0 -0.5 -2.7
N -4.0 -1.1 1.6
C 0.3 1.1 3.5
C 3.5 1.3 0.2
C -0.4 -1.1 0.8
C 1.0 -1.2 -1.6
C -0.3 1.5 0.4
C -1.5 1.3 0.8
C 0.1 0.6 -1.5
C -0.3 0.1 -0.9
H 0.4 -0.7 0.2
H 0.2 -0.5 0.4
H 0.0 -0.2 -0.1
H 0.3 -0.3 0.3
H -0.3 -0.1 -0.1
H 0.2 -0.3 -0.1



Record 6
ORCA calculation (wB97M-V/def2-TZVPD) on a 3-piece molecular cluster, C8H6N2O4S overall in a non-equilibrium geometry.

Values from the calculation:
HOMO-LUMO gap = 7.78 eV
E_HOMO = -9.68 eV
energy relative to the best compared isomer or geometry (same formula, charge and spin) = 69.8 kJ/mol

Geometry (Å):
C: -2.882 4.658 1.888
C: 1.004 -1.677 0.039
C: 0.589 -1.047 1.248
C: 0.528 -1.141 -1.133
C: -0.131 0.135 1.324
C: -0.172 0.060 -1.123
C: -0.403 0.757 0.072
C: -1.164 2.037 0.074
N: -3.255 5.154 2.855
N: -1.682 2.496 1.186
O: -2.557 4.091 0.843
O: -1.598 2.318 2.397
O: -0.944 4.380 -1.717
O: 0.283 4.541 0.350
S: -0.691 5.113 -0.519
H: 1.568 -2.618 -0.118
H: 0.834 -1.633 2.242
H: 0.708 -1.615 -1.992
H: -0.353 0.491 2.244
H: -0.623 0.545 -2.079
H: -1.471 2.629 -0.872

Force components x, y, z for each atom (eV/Å):
C -0.3 -0.3 0.4
C -0.8 0.3 0.4
C 1.3 -2.7 1.9
C -0.8 2.4 2.6
C 1.9 -1.7 -4.1
C -1.0 1.8 -1.2
C -1.1 0.0 1.2
C -1.7 1.1 -0.5
N -0.2 0.7 1.3
N 1.2 -0.8 2.0
O 0.8 -1.4 -2.2
O -0.4 0.5 -3.1
O -0.3 0.0 -0.8
O 0.4 0.1 0.4
S 0.3 0.7 0.1
H -0.3 0.7 1.1
H -0.4 1.5 -2.0
H 0.6 -1.7 -3.4
H -0.9 1.3 2.5
H 1.1 -1.1 1.6
H 0.7 -1.4 1.8